Entry from the OMol25 dataset: a structure of composition C34H39ClGe2IN4OSSn (ωB97M-V/def2-TZVPD).

Computed properties:
- Orbital gap: 7.0 eV
- Charge: +1
- HOMO level: -10.18 eV

CARTESIAN COORDINATES (ANGSTROEM)
Sn 0.996 -0.817 -1.691
C -0.948 1.188 -5.781
N -1.441 0.013 -5.120
C -2.740 -0.390 -5.001
C -2.752 -1.542 -4.300
N -1.444 -1.855 -3.978
C -0.647 -0.857 -4.474
S 1.025 -0.649 -4.382
C -1.035 -3.056 -3.393
C -1.886 -4.160 -3.342
C -1.403 -5.344 -2.815
C -0.082 -5.404 -2.390
C 0.668 -4.243 -2.425
N 0.196 -3.094 -2.891
H -1.764 1.702 -6.279
H -0.181 0.901 -6.501
H -0.494 1.856 -5.048
H -3.556 0.167 -5.414
H -3.578 -2.136 -3.974
H -2.896 -4.109 -3.709
H -2.050 -6.204 -2.735
H 0.343 -6.325 -2.031
H 1.691 -4.207 -2.071
C -1.136 -1.361 4.058
C -1.057 -0.609 2.740
Ge 0.845 -0.390 2.082
C 1.838 -2.141 1.749
C 1.985 -2.994 2.996
C 1.721 0.712 3.472
C 2.017 1.911 2.944
Ge 1.566 1.739 0.980
C 0.286 2.945 -0.014
C 0.531 4.440 0.105
C 3.171 1.452 -0.241
C 4.180 2.583 -0.206
C 2.501 3.097 3.632
C 2.562 3.187 5.026
C 2.974 4.355 5.639
C 3.341 5.457 4.882
C 3.295 5.380 3.500
C 2.875 4.216 2.888
H -2.139 -1.286 4.475
H -0.431 -0.946 4.776
H -0.902 -2.415 3.929
H -1.426 0.406 2.886
H -1.699 -1.078 1.997
H 2.828 -1.874 1.371
H 1.337 -2.703 0.954
H 2.320 -2.382 3.830
H 2.709 -3.793 2.846
H 1.034 -3.446 3.266
H 1.874 0.478 4.517
H -0.722 2.708 0.328
H 0.357 2.635 -1.059
H 0.398 4.770 1.134
H -0.174 4.981 -0.525
H 1.537 4.705 -0.218
H 2.777 1.342 -1.267
H 3.659 0.509 0.029
H 3.704 3.519 -0.484
H 5.000 2.405 -0.898
H 4.593 2.682 0.795
H 2.274 2.339 5.628
H 3.002 4.411 6.716
H 3.652 6.369 5.368
H 3.579 6.231 2.899
H 2.828 4.155 1.809
Cl -6.217 -0.956 -0.206
C -4.608 -0.560 -0.698
C -4.373 0.629 -1.344
C -3.081 0.961 -1.742
I -2.714 2.758 -2.767
C -1.992 0.134 -1.520
O -0.802 0.446 -1.951
C -2.240 -1.101 -0.853
N -1.182 -1.912 -0.653
C -1.364 -3.066 -0.057
C -2.610 -3.498 0.406
C -3.702 -2.689 0.227
C -3.551 -1.457 -0.435
H -5.189 1.307 -1.538
H -0.495 -3.699 0.056
H -2.692 -4.451 0.900
H -4.677 -2.981 0.584



Entry from the OMol25 dataset: a structure of composition C34H39F5N8O6S2Ta (ωB97M-V/def2-TZVPD).

Computed properties:
- Orbital gap: 6.9 eV
- Charge: +3
- HOMO level: -16.55 eV

CARTESIAN COORDINATES (ANGSTROEM)
Ta -1.225 0.861 0.064
C -3.780 2.215 1.409
N -3.026 2.297 0.123
C -2.584 3.689 -0.181
C -1.311 3.877 0.577
N -0.610 2.810 0.953
C 0.483 3.297 1.684
C 1.464 2.635 2.416
C 2.396 3.416 3.068
C 2.353 4.819 3.010
C 1.359 5.486 2.325
C 0.424 4.691 1.673
N -0.734 5.011 0.965
C -3.186 1.187 2.317
N -1.948 0.724 2.162
C -1.669 -0.037 3.315
C -0.496 -0.638 3.772
C -0.547 -1.270 4.997
C -1.720 -1.305 5.768
C -2.874 -0.679 5.348
C -2.812 -0.041 4.115
N -3.747 0.742 3.440
H -4.838 2.034 1.217
H -3.705 3.179 1.918
H -3.633 1.983 -0.632
H -3.351 4.416 0.092
H -2.398 3.765 -1.253
H 1.479 1.556 2.501
H 3.173 2.944 3.653
H 3.107 5.389 3.534
H 1.309 6.566 2.310
H -1.092 5.942 0.802
H 0.428 -0.589 3.216
H 0.346 -1.739 5.388
H -1.708 -1.813 6.721
H -3.770 -0.673 5.953
H -4.656 1.007 3.791
C 0.932 -1.819 -2.746
O -0.351 -1.443 -2.232
H 0.902 -1.988 -3.823
H 1.299 -2.725 -2.258
H 1.618 -0.995 -2.548
H -0.984 -2.111 -2.514
F -1.802 0.001 -7.091
C -1.470 0.428 -5.897
C -0.131 0.569 -5.552
F 0.813 0.265 -6.419
C 0.206 1.018 -4.287
F 1.488 1.138 -3.957
C -0.772 1.322 -3.348
S -0.278 1.980 -1.791
C -2.098 1.181 -3.718
F -3.071 1.500 -2.836
C -2.462 0.740 -4.973
F -3.739 0.615 -5.289
C 5.259 -3.188 -3.655
C 6.112 -3.134 -2.401
S 5.440 -2.106 -1.122
O 6.366 -2.014 -0.032
O 4.889 -0.893 -1.691
C 3.982 -2.969 -0.494
C 3.552 -2.172 0.741
N 2.118 -1.799 0.730
C 1.674 -0.575 0.441
N 0.324 -0.531 0.592
C -0.081 -1.803 0.966
C 1.015 -2.574 1.046
N 1.044 -3.979 1.400
O 2.121 -4.530 1.400
O -0.028 -4.456 1.691
C 2.552 0.541 0.015
H 5.794 -3.744 -4.423
H 5.055 -2.188 -4.032
H 4.314 -3.705 -3.479
H 7.097 -2.693 -2.574
H 6.277 -4.111 -1.944
H 4.192 -4.008 -0.256
H 3.243 -2.913 -1.292
H 4.083 -1.223 0.790
H 3.761 -2.713 1.657
H -1.100 -2.078 1.164
H 3.152 0.900 0.853
H 1.965 1.375 -0.360
H 3.248 0.210 -0.761
C -3.568 -2.422 -0.132
C -3.612 -1.136 -0.927
C -4.894 -0.358 -0.740
O -2.473 -0.307 -0.521
H -4.430 -3.034 -0.396
H -3.625 -2.219 0.940
H -2.674 -3.006 -0.350
H -3.424 -1.312 -1.987
H -5.077 -0.148 0.317
H -5.725 -0.971 -1.089
H -4.915 0.556 -1.335



Entry from the OMol25 dataset: a structure of composition C34H39MgN5O3P2S (ωB97M-V/def2-TZVPD).

Computed properties:
- Orbital gap (spin up / spin down): 6.0 / 5.3 eV
- HOMO level (spin up / spin down): -6.73 / -6.01 eV

CARTESIAN COORDINATES (ANGSTROEM)
Mg -1.204 1.440 -4.794
C -1.909 1.911 -6.700
C -1.988 0.544 -6.547
C -0.938 -0.454 -6.907
C 0.531 0.067 -6.918
C 0.911 0.840 -5.692
C 0.745 2.167 -5.425
C 0.323 3.206 -6.397
C -0.790 2.713 -7.360
C 1.140 1.711 -0.599
H -2.787 2.527 -6.446
H -2.938 0.083 -6.233
H -1.204 -0.850 -7.895
H -0.988 -1.334 -6.239
H 1.157 -0.849 -6.927
H 0.742 0.596 -7.864
H 1.626 0.263 -5.080
H 1.319 2.548 -4.562
H 1.092 3.716 -7.013
H -0.030 4.060 -5.804
H -1.274 3.622 -7.768
H -0.353 2.166 -8.217
H 0.402 2.471 -0.957
H 2.101 2.186 -0.359
H 0.756 1.156 0.302
P 1.397 -0.262 -1.886
P -1.691 -1.568 -1.547
N 2.741 0.525 -2.804
N 2.428 -1.614 -1.358
N -2.207 -0.080 -2.386
N -3.221 -2.433 -1.637
C 0.571 -1.334 -3.305
C -0.650 -2.236 -2.932
C 2.791 1.923 -2.880
C 3.890 2.296 -3.629
C 4.505 1.100 -4.094
C 3.783 0.026 -3.602
C 3.355 -1.378 -0.339
C 4.115 -2.522 -0.159
C 3.649 -3.492 -1.094
C 2.626 -2.919 -1.810
C -2.031 1.209 -1.930
C -2.678 2.102 -2.760
C -3.275 1.346 -3.824
C -2.793 0.018 -3.665
C -4.335 -2.518 -2.497
C -5.309 -3.293 -1.884
C -4.793 -3.719 -0.619
C -3.523 -3.197 -0.484
H 1.317 -1.944 -3.875
H 0.228 -0.567 -4.030
H -1.299 -2.384 -3.819
H -0.300 -3.232 -2.601
H 2.011 2.525 -2.419
H 4.185 3.320 -3.842
H 5.368 1.050 -4.755
H 3.911 -1.045 -3.756
H 3.333 -0.435 0.193
H 4.892 -2.652 0.575
H 3.999 -4.513 -1.221
H 1.972 -3.341 -2.577
H -1.459 1.359 -1.028
H -2.832 3.180 -2.620
H -3.985 1.677 -4.580
H -3.023 -0.899 -4.235
H -4.367 -2.060 -3.469
H -6.291 -3.519 -2.268
H -5.299 -4.318 0.114
H -2.793 -3.279 0.301
O -1.616 1.632 0.951
C -1.338 0.504 1.407
N -0.610 -0.425 0.682
S -0.089 -1.700 1.555
O -0.572 -2.948 1.013
O 1.319 -1.609 1.894
C -1.059 -1.257 2.955
C -1.276 -1.985 4.128
C -2.136 -1.395 5.082
C -2.750 -0.155 4.861
C -2.509 0.567 3.692
C -1.664 -0.027 2.745
H -0.785 -2.949 4.302
H -2.334 -1.946 6.008
H -3.419 0.242 5.618
H -2.976 1.534 3.507



Calculated relative energy (zero: lowest compared OMol25 entry of this formula, charge and spin) (kcal per mole), listed in the same order as above: 21.34; 27.91; 68.73
Calculated calculated total energy (eV), listed in the same order as above: -194215.9227; -96883.0428; -84333.7101